{
  "formula": "C18H22CoN10O5SSe",
  "method": "wB97M-V/def2-TZVPD",
  "symbols": ["C", "N", "N", "O", "O", "N", "H", "C", "S", "H", "H", "H", "C", "H", "C", "O", "Se", "C", "H", "H", "H", "C", "H", "C", "C", "H", "N", "H", "N", "Co", "N", "C", "C", "C", "H", "N", "N", "H", "H", "C", "H", "H", "C", "C", "H", "H", "C", "H", "O", "C", "O", "C", "N", "H", "N", "H", "H", "C"],
  "positions_angstrom": [[-1.466, 5.029, -0.409], [3.824, -1.896, -0.886], [-0.450, 1.295, 1.349], [1.758, -0.388, 0.818], [-1.939, 0.513, -3.456], [1.229, 2.111, 2.771], [-2.520, -4.620, -0.201], [1.893, -0.780, -3.700], [-0.969, 0.938, 3.808], [-2.881, -1.881, -2.408], [-0.605, -3.704, 0.799], [-3.130, 6.231, -0.510], [0.547, 4.010, -0.346], [1.174, -0.101, -3.249], [-3.312, -1.260, 3.989], [1.698, -2.487, 1.612], [3.239, 0.911, -1.233], [-1.870, -2.924, -0.799], [-4.113, 0.596, 3.230], [1.657, 2.041, 3.676], [2.392, -3.518, -3.315], [4.589, -1.710, 0.357], [-3.147, 3.873, -0.619], [-1.202, 0.431, -2.499], [1.254, -1.576, 0.932], [-2.995, -0.841, 4.947], [-0.144, 5.101, -0.343], [3.885, -4.031, -1.047], [-2.139, 6.183, -0.363], [0.746, 1.016, -0.466], [1.207, 3.052, -0.341], [-3.418, -0.184, 2.910], [3.252, -0.916, -1.603], [2.803, -2.849, -2.578], [2.585, -0.212, -4.317], [2.632, -1.493, -2.648], [-0.178, -0.805, -0.776], [1.381, -1.520, -4.307], [1.832, 2.297, 1.986], [0.027, -1.799, 0.070], [3.918, -1.356, 1.133], [-4.279, -1.734, 4.145], [3.543, -3.101, -1.467], [-1.182, -0.821, -1.641], [-1.608, 7.035, -0.326], [5.387, -0.995, 0.176], [-2.104, 0.450, 2.577], [-3.806, -0.597, 1.979], [-0.331, 1.320, -2.098], [0.052, 1.498, 2.539], [-2.750, -3.944, -0.847], [-0.800, -2.900, 0.099], [-1.700, 0.698, 1.384], [5.005, -2.673, 0.633], [-2.149, 3.883, -0.509], [-2.594, -2.031, 3.705], [-1.662, 3.007, -0.616], [-2.066, -1.874, -1.698]],
  "atomic_forces_ev_per_a": [[-0.032, -0.114, -0.126], [0.157, -0.016, 0.156], [-0.378, -0.240, -0.238], [0.164, -0.046, 0.037], [-0.051, 0.034, 0.060], [-0.079, 0.010, 0.028], [-0.006, -0.033, 0.027], [0.105, -0.120, 0.129], [-0.061, 0.007, 0.176], [0.013, -0.011, 0.017], [-0.002, 0.010, -0.017], [-0.011, -0.002, 0.008], [-0.060, 0.019, -0.020], [0.015, 0.032, 0.012], [0.017, -0.006, -0.013], [-0.025, 0.049, -0.021], [0.171, -0.142, -0.083], [-0.096, -0.129, 0.015], [-0.004, 0.000, 0.001], [0.024, -0.031, -0.004], [0.018, 0.031, 0.011], [-0.078, -0.014, -0.193], [-0.019, 0.004, -0.014], [0.141, 0.214, 0.028], [0.097, 0.174, 0.058], [0.000, -0.004, -0.032], [0.097, 0.014, 0.046], [-0.020, 0.034, 0.007], [0.002, 0.037, 0.014], [-0.210, -0.154, 0.331], [0.138, 0.061, 0.198], [0.060, 0.010, 0.008], [0.065, -0.065, -0.083], [-0.009, 0.031, -0.014], [0.030, -0.014, -0.029], [-0.196, 0.044, -0.135], [-0.012, 0.055, 0.079], [-0.023, 0.004, -0.001], [-0.006, 0.003, -0.046], [0.083, -0.003, -0.052], [-0.047, -0.001, 0.036], [0.008, 0.008, -0.001], [0.006, 0.035, 0.033], [0.011, -0.052, 0.092], [0.003, 0.002, -0.007], [0.009, 0.006, -0.003], [-0.075, -0.004, -0.072], [-0.007, 0.007, -0.008], [-0.407, 0.047, -0.213], [0.089, 0.084, -0.062], [0.060, 0.076, -0.013], [-0.015, -0.048, -0.027], [0.274, 0.085, 0.017], [0.010, 0.003, 0.008], [0.036, 0.038, 0.067], [-0.017, 0.009, 0.001], [0.034, -0.059, -0.104], [0.010, 0.030, -0.069]],
  "mulliken_spin": [-0.001, 0.033, 0.036, 0.045, 0.012, 0.004, 0.000, 0.010, 0.004, 0.000, 0.001, 0.000, 0.022, 0.010, 0.000, 0.024, 0.775, -0.005, 0.000, 0.000, 0.003, 0.008, 0.000, -0.002, 0.000, 0.000, 0.003, 0.002, 0.000, 2.841, 0.025, 0.000, -0.057, 0.025, -0.008, 0.029, 0.024, 0.001, 0.000, 0.009, -0.005, 0.000, 0.029, 0.011, 0.000, 0.002, 0.001, 0.000, 0.083, -0.001, -0.001, 0.006, -0.006, 0.001, 0.000, 0.000, 0.003, 0.003],
  "s_squared": 6.0172,
  "homo_ev": [-11.60, -11.61],
  "orbital_gap_ev": [9.6, 6.1],
  "spin_multiplicity": 5,
  "total_charge": 1
}



{
  "formula": "C4H14N3O",
  "method": "wB97M-V/def2-TZVPD",
  "symbols": ["H", "H", "C", "H", "C", "H", "H", "H", "C", "H", "H", "H", "N", "H", "C", "H", "N", "N", "O", "H", "H", "H"],
  "positions_angstrom": [[-0.219, -1.872, -0.661], [3.178, 0.856, -0.700], [0.851, 0.972, 1.664], [1.696, -0.671, 0.640], [-1.279, -2.135, -0.712], [2.887, 0.249, 1.539], [-2.193, 0.906, -1.715], [-2.979, -1.048, -0.917], [2.018, 0.343, 0.917], [1.181, 1.500, 2.580], [-1.487, -2.763, 0.157], [1.559, 1.015, -0.888], [-0.163, -0.022, 2.022], [-0.786, 0.360, 2.725], [-1.372, 0.147, -1.602], [0.427, 1.753, 1.020], [-2.007, -0.890, -0.679], [2.338, 1.163, -0.254], [-0.219, 0.613, -1.165], [-1.296, -0.352, -2.619], [-0.708, -0.184, 1.190], [-1.397, -2.706, -1.634]],
  "atomic_forces_ev_per_a": [[0.021, -0.016, 0.087], [0.471, -0.343, -0.221], [-0.295, 0.696, 0.465], [0.063, 0.067, 0.025], [0.627, 0.240, 0.224], [0.607, -0.046, 0.508], [0.084, -0.014, 0.063], [-0.033, 0.131, -0.170], [-0.491, -0.050, -0.732], [0.052, -0.338, -0.181], [-0.149, -0.099, -0.041], [-0.368, 0.148, -0.390], [0.378, 0.031, 0.671], [-0.013, -0.006, -0.170], [-0.396, -0.243, -0.203], [0.117, -0.175, -0.084], [0.142, 0.324, 0.121], [-0.001, 0.272, 0.609], [-0.162, -0.162, 0.086], [-0.033, 0.029, 0.107], [-0.418, -0.163, -0.481], [-0.204, -0.283, -0.291]],
  "lowdin_charge": [0.060, 0.028, -0.316, 0.090, -0.201, 0.079, 0.077, 0.067, -0.308, 0.094, 0.058, 0.005, -0.014, 0.042, -0.536, 0.089, -0.148, -0.028, -0.283, 0.078, 0.014, 0.052],
  "homo_ev": -3.11,
  "orbital_gap_ev": 7.4,
  "total_charge": -1
}



{
  "formula": "C23H30O6",
  "method": "wB97M-V/def2-TZVPD",
  "symbols": ["C", "H", "H", "H", "H", "O", "C", "H", "C", "H", "H", "C", "C", "C", "H", "H", "C", "H", "C", "O", "H", "H", "H", "H", "H", "O", "H", "C", "H", "C", "O", "C", "C", "H", "C", "C", "H", "H", "H", "O", "O", "H", "C", "H", "C", "C", "H", "H", "H", "C", "H", "H", "H", "C", "C", "C", "C", "H", "C"],
  "positions_angstrom": [[-3.749, -1.071, -0.040], [2.897, -0.830, 1.384], [0.740, 2.082, -1.853], [-0.729, -1.139, 1.123], [1.472, -0.929, -2.406], [5.930, 0.126, -0.553], [-5.537, 0.907, 0.040], [6.630, -2.802, 0.243], [-1.519, -2.097, -0.835], [-2.450, -0.406, 2.227], [-0.755, -3.044, -0.525], [-4.056, 1.408, -0.409], [1.493, 1.103, -1.911], [2.263, 1.168, -0.469], [0.447, 2.578, 1.212], [1.090, -0.705, 2.162], [-3.170, 0.287, 0.196], [-5.643, 1.385, 1.006], [1.797, -0.188, 1.710], [-7.170, -0.522, -0.326], [7.385, -1.692, -1.027], [-0.160, 1.027, 2.089], [-2.636, -2.625, 0.892], [-6.047, 1.661, -0.448], [-3.293, -3.163, -0.644], [-1.503, 2.733, 0.039], [-4.088, 0.122, 2.222], [0.693, -0.485, -0.539], [4.719, 1.336, 0.728], [3.453, 0.379, -0.800], [2.505, 2.706, -0.007], [-1.057, 1.629, -0.089], [4.819, 0.877, -0.508], [-3.812, 2.203, 0.000], [-2.945, -2.279, 0.057], [-1.712, 0.537, -0.314], [1.198, -1.422, -0.146], [-4.003, 1.116, -1.394], [-1.819, 0.311, -1.392], [3.403, -0.740, -1.201], [5.356, -0.826, 1.290], [-0.181, -0.052, -2.390], [0.111, 1.503, 0.981], [-5.576, -2.271, -0.489], [-6.070, -0.132, -0.463], [7.108, -1.787, 0.141], [2.691, 2.571, 0.808], [-1.410, -1.853, -1.912], [2.207, 0.491, 2.381], [-5.117, -1.304, -0.141], [4.861, 1.761, -0.876], [7.901, -1.515, 0.777], [-2.922, 1.224, 2.022], [1.065, 0.544, 0.699], [-3.181, 0.302, 1.649], [6.089, -0.849, 0.366], [-0.891, -0.823, 0.048], [2.162, 1.583, -2.592], [0.719, -0.109, -1.792]],
  "atomic_forces_ev_per_a": [[-3.409, -1.574, -0.932], [-3.892, 1.598, 0.644], [1.443, -2.200, 0.196], [-0.669, 0.595, -1.196], [-2.381, 1.710, 1.372], [1.628, -0.854, -2.586], [5.780, 13.635, 1.460], [1.009, 0.943, 0.423], [2.255, 0.623, 5.281], [-1.027, 0.947, -1.536], [-2.259, 2.423, -1.153], [-3.760, -11.571, 0.105], [-0.902, 7.294, 3.841], [-2.784, 4.039, 0.464], [-0.251, -1.743, -0.433], [-2.690, -3.349, 2.703], [0.105, 1.120, -0.669], [-0.642, -1.473, 0.904], [6.007, -0.239, -2.099], [-5.894, 0.250, -1.641], [-0.095, -0.286, 2.806], [-0.995, 1.595, -2.508], [1.916, -2.110, 5.927], [-1.772, 2.572, -1.236], [-0.604, 1.556, 2.077], [-1.569, 2.489, -2.137], [-0.604, -0.323, -0.810], [-4.932, -4.980, 13.953], [-0.042, -1.457, -3.068], [2.341, -0.278, 2.156], [-1.708, -2.214, -10.302], [4.636, 6.758, 7.895], [-2.181, -0.648, 7.797], [2.017, 7.957, 2.741], [1.127, -1.007, -10.589], [-4.267, -12.549, -3.203], [-0.186, 1.030, -1.380], [0.318, 1.001, -2.749], [-0.087, 0.584, 0.009], [-0.897, -2.400, -1.196], [-1.309, -0.790, 2.588], [-0.329, -0.154, 0.063], [-1.578, 2.002, 2.969], [0.901, 0.679, 1.097], [1.539, -11.972, 2.737], [0.765, -2.328, -4.886], [2.085, -1.066, 8.863], [-0.885, -0.400, 0.647], [0.643, 1.342, 1.728], [2.462, 0.309, -4.253], [1.466, 5.811, -3.279], [1.312, -0.440, 0.732], [1.027, 2.618, 0.797], [7.041, -2.197, -9.211], [1.179, -1.688, 4.375], [-2.608, 2.408, -0.237], [2.253, -0.618, -3.459], [0.513, -1.204, -1.448], [3.442, -1.776, -11.153]],
  "lowdin_charge": [-0.174, 0.195, 0.179, 0.134, 0.212, 0.049, -0.139, 0.128, -0.053, 0.139, 0.162, 0.022, -0.073, -0.132, 0.162, 0.028, -0.385, 0.167, -0.028, 0.142, 0.155, 0.203, 0.033, 0.121, 0.150, 0.144, 0.107, -0.255, 0.231, -0.387, 0.012, -0.395, -0.132, 0.036, -0.112, -0.185, 0.158, 0.118, 0.170, 0.130, 0.121, 0.121, -0.051, 0.137, -0.501, 0.025, -0.060, 0.095, 0.072, 0.086, 0.067, 0.084, 0.070, -0.389, -0.040, -0.600, -0.116, 0.116, -0.272],
  "smiles": "CC(=O)OCC(=O)[C@@]1(O)CC[C@@H]2[C@@H]3CCC4=CC(=O)CC[C@]4(C)[C@H]3C(=O)C[C@@]21C",
  "homo_ev": -8.57,
  "orbital_gap_ev": 8.8
}



{
  "formula": "C4H8O3",
  "method": "wB97M-V/def2-TZVPD",
  "symbols": ["C", "H", "C", "C", "H", "O", "O", "H", "C", "H", "H", "H", "O", "H", "H"],
  "positions_angstrom": [[0.996, -1.114, -0.754], [1.915, 0.943, 1.183], [-0.926, 0.118, 0.483], [0.568, -0.268, 0.434], [-1.502, -0.782, 0.741], [-1.115, 1.058, 1.496], [-1.947, 1.700, -1.027], [2.067, -1.323, -0.683], [-1.484, 0.601, -0.852], [0.458, -2.068, -0.783], [-0.437, 1.731, 1.320], [-1.478, -0.155, -1.669], [1.299, 0.960, 0.443], [0.825, -0.585, -1.697], [0.761, -0.814, 1.366]],
  "atomic_forces_ev_per_a": [[0.003, -0.032, -0.063], [-0.063, 0.071, -0.168], [-0.025, -0.122, -0.048], [-0.086, -0.219, -0.030], [0.057, 0.074, -0.046], [0.101, 0.084, 0.023], [0.296, -0.502, 0.037], [-0.154, -0.010, 0.004], [-0.149, 0.334, -0.069], [0.039, 0.143, 0.012], [-0.261, 0.028, 0.159], [-0.009, 0.112, 0.084], [0.198, 0.000, 0.087], [0.041, -0.054, 0.138], [0.012, 0.092, -0.119]],
  "lowdin_charge": [-0.044, 0.107, -0.328, -0.381, 0.162, -0.004, 0.084, 0.084, -0.200, 0.090, 0.098, 0.126, -0.026, 0.081, 0.150],
  "smiles": "C[C@@H](O)[C@@H](O)C=O",
  "homo_ev": -9.69,
  "orbital_gap_ev": 10.2
}



In eV Å⁻¹, the largest force on an atom values for the records above are, in order, 0.5, 0.9, 15.6, 0.6.
In eV, the ΔE to the lowest compared entry with this formula, charge and spin values for the records above are, in order, 0.000, 0.162, 19.513, 1.599.